# 1
The following is a DFT calculation (ωB97M-V with the def2-TZVPD basis set) of a molecular structure, C36H33CrN2O5PS4.

Computed properties:
multiplicity = 4
HOMO (spin up / spin down) = -10.7 / -10.7 eV
orbital gap (spin up / spin down) = 0.30020 / 0.30351 hartree
net charge = +1
LUMO (spin up / spin down) = -2.52 / -2.43 eV
⟨S²⟩ = 3.780
energy above the lowest of the compared OMol25 structures with the same formula, charge and spin = 0.0 kcal/mol

```
82
Properties=species:S:1:pos:R:3:forces:R:3:mulliken_spin:R:1
Cr 0.406 -0.810 -0.813 -0.5 0.5 0.2 3.061
O 2.340 -0.595 -0.356 0.1 0.1 -0.1 -0.005
S 2.771 -0.166 -1.734 -0.3 -0.3 0.0 0.009
O 3.991 -0.709 -2.215 0.1 0.0 0.1 -0.006
O 1.544 -0.463 -2.544 0.0 -0.1 0.0 0.004
C 2.883 1.589 -1.688 -0.1 0.2 0.0 -0.005
C 4.133 2.159 -1.864 -0.1 0.0 -0.1 0.000
C 4.233 3.540 -1.947 0.0 0.1 0.0 0.000
C 3.088 4.322 -1.906 0.1 0.0 0.0 0.000
C 1.840 3.739 -1.725 0.0 0.0 -0.1 0.002
C 1.716 2.362 -1.569 0.2 -0.1 0.1 -0.004
P 0.088 1.592 -1.225 0.1 0.4 0.0 -0.042
C -0.697 2.512 0.133 -0.1 -0.1 0.0 0.007
C -0.193 3.661 0.738 0.0 0.1 0.0 -0.003
C -0.858 4.236 1.813 0.0 0.0 0.0 0.001
C -2.030 3.672 2.296 0.0 0.0 0.0 -0.002
C -2.523 2.511 1.720 0.0 0.1 0.0 0.002
C -1.850 1.924 0.662 0.0 0.0 -0.1 -0.018
C -0.864 1.962 -2.741 0.0 0.0 0.1 -0.008
C -0.214 1.993 -3.975 0.0 -0.1 0.0 -0.001
C -0.929 2.252 -5.135 0.0 0.0 0.0 0.003
C -2.297 2.479 -5.074 0.0 0.0 0.0 -0.005
C -2.952 2.435 -3.850 0.0 0.0 0.0 0.003
C -2.241 2.172 -2.690 0.0 0.0 0.0 -0.007
H 5.002 1.521 -1.971 -0.1 0.0 0.0 0.000
H 5.204 4.002 -2.077 0.0 0.0 0.0 0.000
H 3.163 5.397 -2.022 0.0 -0.1 0.0 0.000
H 0.951 4.360 -1.727 0.1 0.0 0.0 0.000
H 0.734 4.106 0.407 0.0 0.0 0.0 0.000
H -0.449 5.126 2.278 0.0 -0.1 0.0 0.000
H -2.543 4.121 3.138 0.0 0.0 0.0 0.000
H -3.414 2.043 2.119 0.1 0.0 0.0 0.000
H -2.198 0.977 0.268 0.0 0.0 0.0 0.004
H 0.850 1.801 -4.041 0.0 0.0 0.0 -0.001
H -0.413 2.277 -6.087 0.0 0.0 0.0 0.000
H -2.852 2.694 -5.978 0.0 0.0 0.0 0.000
H -4.019 2.612 -3.796 0.0 0.0 0.0 0.000
H -2.765 2.158 -1.743 0.0 0.0 0.0 -0.001
C -3.771 -1.608 -1.867 -0.1 -0.1 0.0 -0.002
C -2.465 -1.763 -1.153 0.0 0.1 -0.3 0.006
N -2.370 -2.654 -0.177 0.1 0.1 0.3 0.012
O -1.502 -1.066 -1.537 0.4 0.1 0.1 -0.036
H -4.575 -2.172 -1.398 0.0 0.0 0.0 0.000
H -3.650 -1.939 -2.900 0.0 0.0 0.1 0.000
H -4.030 -0.550 -1.893 0.0 0.0 0.0 0.000
H -3.189 -3.147 0.132 -0.1 0.0 0.0 0.000
H -1.570 -2.614 0.449 0.1 0.0 -0.1 0.007
O -0.356 -0.810 0.883 0.1 -0.2 0.4 -0.031
C 0.025 -0.965 2.248 -0.1 -0.1 -0.1 -0.012
C 1.286 -0.181 2.609 0.0 -0.3 -0.2 0.012
C 1.625 1.064 2.181 0.0 0.3 0.0 0.009
C 2.813 1.565 2.782 -0.1 0.0 -0.1 0.000
C 3.349 0.681 3.669 0.0 0.0 0.0 0.000
S 2.433 -0.755 3.755 0.0 -0.1 0.0 0.001
C -1.133 -0.419 3.091 0.1 0.0 0.0 0.005
C -2.468 -0.648 2.927 -0.1 0.0 0.1 0.001
C -3.272 -0.028 3.927 0.0 -0.1 -0.1 0.001
C -2.521 0.669 4.826 0.0 0.0 0.0 -0.001
S -0.859 0.574 4.459 0.1 0.1 0.1 -0.001
C 0.223 -2.465 2.532 0.1 0.3 0.0 0.014
C 1.249 -3.250 2.085 0.1 -0.1 0.0 0.005
C 1.134 -4.609 2.501 0.0 0.1 0.0 0.000
C 0.024 -4.822 3.263 0.0 0.0 0.0 0.001
S -0.870 -3.386 3.483 -0.2 0.0 0.0 0.000
H 1.025 1.624 1.478 0.1 -0.1 0.1 0.005
H 3.242 2.535 2.567 0.0 -0.1 0.0 0.000
H 4.241 0.793 4.269 -0.1 0.0 -0.1 0.000
H -2.865 -1.236 2.113 0.0 0.0 0.0 -0.001
H -4.351 -0.101 3.976 0.1 0.0 0.0 0.000
H -2.858 1.234 5.685 0.0 -0.1 -0.1 0.000
H 2.084 -2.850 1.521 -0.1 -0.1 0.0 0.002
H 1.860 -5.382 2.277 -0.1 0.1 0.0 0.000
H -0.301 -5.741 3.732 0.0 0.1 -0.1 0.000
C 2.348 -5.826 -1.107 0.0 0.1 0.0 0.002
C 0.951 -5.348 -1.532 0.0 0.1 0.2 -0.004
C 0.758 -3.925 -1.255 0.2 -0.6 -0.4 0.076
N 0.654 -2.806 -1.069 -0.1 -0.1 0.2 -0.065
H 2.375 -6.913 -1.155 0.0 0.0 0.0 0.000
H 2.576 -5.518 -0.087 0.0 0.0 -0.1 0.000
H 3.115 -5.427 -1.770 0.0 0.0 0.0 0.000
H 0.164 -5.882 -0.998 0.0 0.0 0.0 0.001
H 0.783 -5.498 -2.598 0.0 0.0 0.0 0.002
```
Positions in Å, forces in eV/Å.


# 2
The following is a DFT calculation (ωB97M-V with the def2-TZVPD basis set) of 2 unconnected molecules or ions with the total composition C2H5OS in a non-equilibrium geometry.

Computed properties:
HOMO = -2.9 eV
orbital gap = 0.26060 hartree
net charge = -1
LUMO = 4.18 eV
energy above the lowest of the compared OMol25 structures with the same formula, charge and spin = 16.0 kcal/mol

```
9
Properties=species:S:1:pos:R:3:forces:R:3:nbo_charge:R:1
S -2.643 -0.798 -0.587 0.5 -0.4 0.4 -1.014
H -2.383 -1.738 0.362 -0.3 0.2 -0.3 0.088
C 1.002 0.988 -0.617 0.0 -1.8 1.7 -0.560
C 0.831 0.293 0.577 0.0 0.1 -4.0 0.182
O 0.360 -0.968 0.761 -0.8 0.7 -1.2 -0.754
H 1.464 1.979 -0.548 -0.4 -0.4 -0.1 0.186
H 0.813 0.526 -1.628 0.1 0.6 1.4 0.212
H 1.015 0.685 1.506 0.9 1.6 2.0 0.142
H -0.459 -0.966 0.175 0.0 -0.6 0.2 0.517
```
Positions in Å, forces in eV/Å.


# 3
The following is a DFT calculation (ωB97M-V with the def2-TZVPD basis set) of a molecular structure, C17H21AsCl3CoO4S6.

Computed properties:
multiplicity = 5
HOMO (spin up / spin down) = -8.1 / -8.1 eV
orbital gap (spin up / spin down) = 0.25655 / 0.19232 hartree
LUMO (spin up / spin down) = -1.09 / -2.87 eV
⟨S²⟩ = 6.037
energy above the lowest of the compared OMol25 structures with the same formula, charge and spin = 0.0 kcal/mol

```
53
Properties=species:S:1:pos:R:3:forces:R:3:mulliken_spin:R:1
Co 0.365 1.746 -0.882 0.2 -0.4 0.1 2.776
C 0.903 -1.065 -3.598 0.0 0.1 0.0 0.001
C 1.743 -0.073 -2.805 0.0 0.0 -0.1 -0.008
C 3.222 -0.418 -2.845 -0.1 0.1 0.0 0.002
O 1.264 -0.115 -1.425 0.2 0.1 0.0 0.001
C 1.556 1.359 -3.379 0.0 -0.2 -0.1 -0.004
O 1.805 1.525 -4.556 0.1 -0.1 0.0 0.012
O 1.155 2.263 -2.554 0.0 0.3 0.1 0.059
H 1.047 -2.071 -3.203 0.0 -0.1 0.0 0.000
H 1.193 -1.036 -4.646 0.0 0.0 0.0 0.000
H -0.155 -0.807 -3.532 0.0 0.0 0.0 0.000
H 3.391 -1.430 -2.484 0.0 -0.1 0.0 0.003
H 3.798 0.278 -2.233 0.0 0.0 0.0 -0.001
H 3.578 -0.337 -3.870 0.0 0.0 0.0 0.000
H 2.007 -0.319 -0.826 -0.2 0.0 -0.1 0.014
Cl -4.849 6.444 0.314 0.0 0.0 0.0 0.001
C -3.868 5.061 -0.062 0.0 0.0 0.0 0.007
C -2.488 5.180 -0.050 -0.2 -0.1 0.0 -0.007
C -1.732 4.064 -0.342 0.1 0.0 0.0 -0.001
Cl 0.010 4.224 -0.375 -0.2 0.1 0.0 0.033
C -2.274 2.801 -0.647 -0.2 0.2 0.0 -0.008
O -1.560 1.738 -0.894 0.0 0.0 0.0 0.076
C -3.684 2.761 -0.658 0.1 0.0 0.0 0.016
Cl -4.447 1.253 -1.055 0.0 0.0 0.0 0.000
C -4.475 3.856 -0.371 0.1 0.0 0.0 -0.003
H -2.014 6.123 0.175 0.0 0.0 0.0 -0.002
H -5.551 3.768 -0.391 0.0 0.0 0.0 0.000
C -1.139 -1.256 0.512 0.1 -0.1 0.1 0.013
As -0.783 0.046 1.888 -0.1 0.0 -0.1 -0.007
C -2.436 0.972 2.214 0.1 0.0 0.1 0.003
C -0.415 -0.946 3.496 -0.1 0.0 0.0 0.003
S 0.862 1.313 1.490 0.1 0.1 0.0 0.052
H -2.162 -1.614 0.619 0.0 0.0 0.0 0.000
H -0.433 -2.080 0.619 0.0 0.0 0.0 -0.004
H -1.002 -0.791 -0.461 -0.1 0.0 0.0 0.000
H -3.133 0.283 2.691 0.0 0.0 0.0 0.001
H -2.833 1.312 1.263 0.0 0.0 0.0 -0.001
H -2.241 1.822 2.866 0.0 0.0 0.0 0.000
H -1.235 -1.634 3.703 0.0 0.0 0.0 -0.001
H -0.298 -0.244 4.320 0.0 0.0 0.0 0.001
H 0.514 -1.497 3.364 0.0 0.0 0.0 0.002
C 1.349 -4.844 -0.280 -0.1 0.0 0.0 -0.008
S 2.271 -3.299 -0.247 0.0 0.0 0.0 0.134
C 2.511 -3.055 1.438 0.0 0.0 0.0 0.268
C 3.195 -1.919 1.886 0.0 0.0 0.0 -0.032
S 3.750 -0.695 0.916 0.1 0.0 0.0 0.478
S 3.402 -1.853 3.631 0.1 -0.1 0.0 -0.034
C 2.602 -3.332 4.042 -0.5 0.3 0.0 -0.018
S 2.268 -3.839 5.549 0.2 -0.1 0.0 0.130
S 1.957 -4.163 2.637 0.1 -0.1 0.0 0.043
H 1.176 -5.050 -1.334 0.0 0.0 0.0 -0.001
H 0.387 -4.750 0.222 0.0 0.0 0.0 0.006
H 1.926 -5.661 0.149 0.0 0.0 0.0 0.006
```
Positions in Å, forces in eV/Å.


# 4
The following is a DFT calculation (ωB97M-V with the def2-TZVPD basis set) of a single CH3O2P molecule in a non-equilibrium geometry.

Computed properties:
HOMO (spin up / spin down) = -8.3 / -8.3 eV
orbital gap (spin up / spin down) = 0.26611 / 0.26595 hartree
LUMO (spin up / spin down) = -1.07 / -1.07 eV
energy above the lowest of the compared OMol25 structures with the same formula, charge and spin = 63.3 kcal/mol

```
7
Properties=species:S:1:pos:R:3:forces:R:3:nbo_charge:R:1
C 1.081 -0.149 0.487 -2.9 4.4 -0.5 0.228
O 0.170 -0.817 -0.010 2.0 -1.4 0.4 -0.573
O -1.340 1.257 -0.100 0.4 1.3 0.4 -1.117
P -1.420 -0.215 -0.210 -2.5 -0.2 0.0 1.231
H 0.798 1.044 0.526 1.2 -2.8 0.2 0.219
H -1.193 -0.472 -1.559 -0.1 -0.5 -1.1 -0.157
H 1.904 -0.646 0.867 1.9 -0.8 0.5 0.170
```
Positions in Å, forces in eV/Å.


# 5
The following is a DFT calculation (ωB97M-V with the def2-TZVPD basis set) of a single C13H15N5S molecule in a non-equilibrium geometry.

Computed properties:
HOMO = -8.0 eV
SMILES string = CCn1c(CCc2nc3ccccc3[nH]2)n[nH]c1=S
orbital gap = 0.30851 hartree
LUMO = 0.37 eV
energy above the lowest of the compared OMol25 structures with the same formula, charge and spin = 2.5 kcal/mol

```
34
Properties=species:S:1:pos:R:3:forces:R:3:nbo_charge:R:1
C 1.333 3.212 2.884 0.0 -0.1 -0.2 -0.614
C 1.535 2.372 1.628 0.2 0.5 0.1 -0.222
N 0.908 1.082 1.747 -0.1 -0.9 0.1 -0.394
C -0.416 0.738 1.630 0.1 -0.2 0.2 0.358
C -1.500 1.675 1.231 -0.2 -0.1 0.0 -0.438
C -2.551 0.957 0.376 0.0 0.1 0.1 -0.441
C -1.952 0.191 -0.754 -0.1 -0.1 -0.1 0.401
N -2.424 -0.931 -1.199 -0.5 -0.1 0.4 -0.452
C -1.598 -1.313 -2.228 0.6 0.5 -0.2 0.070
C -1.636 -2.431 -3.052 0.0 0.1 0.1 -0.199
C -0.652 -2.552 -4.011 -0.1 -0.2 -0.1 -0.228
C 0.353 -1.595 -4.160 0.1 0.1 0.0 -0.213
C 0.410 -0.476 -3.352 0.1 0.1 0.0 -0.263
C -0.576 -0.349 -2.390 -0.3 -0.6 -0.2 0.163
N -0.834 0.605 -1.435 0.0 0.2 0.1 -0.572
N -0.595 -0.518 1.880 -0.9 0.0 -0.1 -0.268
N 0.628 -1.014 2.175 0.3 0.9 -0.1 -0.379
C 1.591 -0.062 2.107 -0.2 -0.2 0.0 0.212
S 3.199 -0.216 2.374 0.8 -0.1 0.2 -0.262
H 1.753 2.697 3.743 0.0 0.0 0.1 0.228
H 1.838 4.167 2.770 0.0 0.1 0.0 0.220
H 0.276 3.394 3.066 -0.1 0.1 0.0 0.201
H 2.602 2.179 1.478 -0.2 0.0 -0.1 0.255
H 1.140 2.890 0.749 0.1 -0.1 0.0 0.191
H -1.071 2.522 0.689 0.0 0.0 0.1 0.210
H -1.984 2.072 2.127 0.1 0.1 -0.1 0.245
H -3.263 1.690 -0.013 0.0 0.0 0.1 0.231
H -3.099 0.239 0.984 0.0 0.0 -0.1 0.257
H -2.412 -3.170 -2.935 -0.1 -0.1 0.0 0.223
H -0.653 -3.410 -4.668 0.0 -0.1 0.0 0.213
H 1.103 -1.734 -4.923 0.1 0.0 -0.1 0.213
H 1.189 0.264 -3.467 0.1 0.0 0.0 0.213
H -0.298 1.441 -1.282 -0.1 -0.1 0.0 0.410
H 0.757 -1.987 2.393 0.1 0.1 0.0 0.431
```
Positions in Å, forces in eV/Å.


# 6
The following is a DFT calculation (ωB97M-V with the def2-TZVPD basis set) of a molecular structure, C25H27N3V in a non-equilibrium geometry.

Computed properties:
multiplicity = 4
HOMO (spin up / spin down) = -5.5 / -7.7 eV
orbital gap (spin up / spin down) = 0.21979 / 0.27444 hartree
LUMO (spin up / spin down) = 0.48 / -0.25 eV
⟨S²⟩ = 3.782

```
56
Properties=species:S:1:pos:R:3:forces:R:3:mulliken_spin:R:1
C -5.349 0.304 -0.658 -0.6 0.3 -0.2 0.000
C -5.367 1.613 -1.471 -0.4 -0.2 0.2 -0.003
H -5.553 -0.555 -1.307 0.2 0.1 0.1 0.000
H -6.158 0.332 0.085 0.2 -0.1 -0.1 0.000
H -4.412 0.136 -0.132 0.0 0.0 0.0 -0.001
H -4.525 1.700 -2.158 0.0 0.0 0.1 0.002
H -6.294 1.657 -2.062 0.2 0.0 0.1 0.000
H -5.377 2.488 -0.810 0.1 -0.1 -0.1 0.000
C 0.203 -2.612 -1.177 1.2 -0.1 -0.3 0.036
C 1.015 -3.721 -1.360 -1.4 0.3 0.5 0.062
C 2.283 -3.581 -1.936 0.6 0.8 -0.5 0.103
C 2.695 -2.318 -2.349 0.1 -0.6 0.1 -0.018
H -0.810 -2.650 -0.779 0.3 -0.2 0.0 -0.003
H 0.640 -4.687 -1.037 0.1 0.1 -0.1 0.007
H 2.918 -4.454 -2.068 -0.1 0.2 0.0 0.011
H 3.649 -2.149 -2.856 -0.3 -0.2 0.3 0.007
N 0.655 -1.361 -1.473 -0.2 -1.2 -0.2 0.128
C 1.878 -1.210 -2.089 -0.3 0.6 -0.1 0.137
C 2.138 0.168 -2.429 -0.1 -0.3 0.2 0.197
N 1.254 1.064 -1.851 0.9 0.7 -0.6 0.061
C 1.354 2.388 -2.177 0.8 -0.5 -0.9 0.097
C 3.118 1.921 -3.770 0.3 -1.5 0.2 0.120
C 2.219 2.814 -3.182 -1.0 0.5 1.0 0.047
H 0.711 3.063 -1.614 0.1 -0.1 -0.3 0.015
H 2.199 3.848 -3.494 0.0 0.1 0.1 0.005
C 3.103 0.592 -3.344 0.2 0.7 -0.3 -0.032
H 3.800 -0.154 -3.717 -0.1 0.3 -0.1 0.008
H 3.827 2.248 -4.524 -0.1 0.0 0.1 0.011
V -0.125 0.282 -0.711 0.3 0.3 0.4 2.036
C -1.816 1.198 -1.315 -0.1 -0.4 -0.1 0.030
H -1.747 1.091 -2.419 -0.5 0.3 0.5 -0.004
H -1.802 2.249 -0.980 -0.4 -0.4 -0.3 -0.003
H -2.622 0.588 -0.866 0.0 0.7 -0.5 -0.065
C 0.442 3.115 4.069 -0.1 0.1 -0.2 -0.005
C -0.472 3.193 3.010 0.3 0.2 -0.1 0.004
C -0.387 2.311 1.933 0.1 -0.2 0.3 0.011
C 0.557 1.270 1.977 0.0 -0.4 0.5 0.038
C 1.527 1.242 3.001 -0.3 0.2 0.0 -0.003
C 1.462 2.162 4.048 -0.3 0.0 -0.5 0.004
N 0.415 0.176 1.092 0.1 0.0 0.3 0.024
C 0.509 -1.132 1.667 -0.1 0.3 0.4 -0.001
C 1.743 -1.784 1.802 -0.4 -0.1 0.0 -0.025
C 1.787 -3.044 2.396 -0.1 0.0 0.1 0.001
C 0.615 -3.644 2.870 0.0 -0.1 0.0 0.005
C -0.612 -2.986 2.740 0.0 -0.1 0.0 0.002
C -0.672 -1.735 2.135 0.4 0.1 -0.1 -0.017
H 0.361 3.814 4.899 0.0 -0.2 -0.1 0.000
H -1.268 3.942 3.022 0.3 -0.2 0.0 0.000
H -1.099 2.345 1.097 0.2 0.0 0.6 -0.024
H 2.292 0.460 2.998 -0.4 0.3 0.0 -0.001
H 2.192 2.115 4.849 -0.1 0.0 -0.1 0.000
H 2.649 -1.297 1.437 -0.3 -0.2 0.1 0.000
H 2.745 -3.558 2.503 -0.3 0.1 0.0 0.000
H 0.654 -4.631 3.342 0.0 0.4 -0.2 0.000
H -1.530 -3.444 3.118 0.3 0.1 -0.1 0.000
H -1.613 -1.184 2.025 0.4 -0.3 0.1 -0.002
```
Positions in Å, forces in eV/Å.


Q: Number 3 is which compound?
A: C17H21AsCl3CoO4S6